# 1
This record from the Open Molecules 2025 dataset describes a cluster of 2 separate species, C25H28NOS in total at a distorted geometry. The level of theory is the ωB97M-V functional and the def2-TZVPD basis.

Geometry as XYZ:
```
56
Properties=species:S:1:pos:R:3:forces:R:3:nbo_charge:R:1
C -5.74435 -1.97046 1.52623 0.0 0.0 0.1 -0.09
H -5.86542 -1.04225 -0.39347 0.0 0.1 -0.1 0.24
H -6.71453 -1.62137 1.83961 -0.1 0.0 0.1 0.24
H 5.58117 4.91870 -1.95770 0.2 0.2 0.2 0.17
H -1.07431 1.65481 4.28807 0.3 -0.1 -0.2 0.24
H -5.34469 -2.99215 3.35382 0.0 -0.1 0.2 0.24
C -3.21206 -2.87308 0.70079 -0.3 0.2 0.0 -0.21
C -3.73231 -3.18068 1.97855 0.3 -0.1 -0.2 -0.08
H 5.53676 3.15359 -1.92823 0.0 0.0 0.0 0.21
H 0.83893 0.46971 4.80126 -0.2 0.1 -0.3 0.24
C 0.39130 0.79074 2.07560 -0.4 -0.7 0.1 -0.72
H 2.07876 5.27603 -2.93838 0.0 0.0 0.0 0.21
C -1.46957 -2.68507 -2.01188 -0.1 0.2 -0.2 -0.08
C 0.09429 -4.04191 -0.79740 0.0 0.0 0.2 -0.08
H 5.64060 4.00634 -3.47143 0.1 0.0 -0.2 0.19
H 1.44627 -1.03733 4.11653 -0.1 0.0 -0.3 0.26
C 2.96676 3.18860 -1.71750 0.1 0.3 0.1 0.18
O 0.04413 -0.37586 0.13609 -0.4 -0.8 -0.7 -0.75
H 0.07378 -1.06685 5.22411 -0.1 -0.1 0.1 0.23
H 1.21985 -3.39640 -3.90553 0.1 0.0 -0.1 0.24
C 5.20869 4.03653 -2.47374 -1.0 -0.2 0.2 -0.40
C 0.54848 -0.50695 4.42287 -0.1 -0.7 0.4 -0.75
H 0.84033 1.62349 2.57462 -0.1 0.0 0.8 0.22
H -2.26249 0.37980 4.58914 -0.1 -0.1 0.1 0.23
H -1.46016 -3.91996 1.17948 0.1 -0.2 0.2 0.21
C -0.63307 -2.70280 -3.10072 -0.4 0.2 0.0 -0.22
H 2.54053 1.76754 -3.26161 0.1 0.0 -0.3 0.22
C 0.57641 0.59260 0.71203 -0.8 -1.1 0.4 0.44
H -2.32583 1.31283 3.09297 0.1 -0.2 -0.2 0.25
H 1.85437 -4.59773 -1.85540 0.1 -0.1 0.1 0.24
C -1.92781 -3.38412 0.36957 0.2 0.3 -0.8 0.17
H 0.38106 -4.57341 0.09274 0.1 -0.1 0.2 0.22
N 3.74531 4.05737 -2.55059 -0.1 -0.4 -0.4 -0.49
C 0.92293 -4.05906 -1.89300 0.2 -0.2 0.2 -0.23
H 3.19523 4.39001 0.03541 0.1 0.2 0.1 0.22
C -1.13748 -3.34919 -0.81156 -0.2 0.1 0.2 -0.09
H -3.14467 -3.78489 2.64692 0.2 -0.2 0.2 0.22
C 2.38563 2.01876 -2.22799 0.6 0.9 -0.1 -0.21
H -2.38450 -2.14209 -2.10479 -0.1 0.1 -0.1 0.21
C 1.41204 1.51438 -0.08557 0.5 0.7 -0.2 -0.06
H -3.70066 -1.79166 -1.10933 0.0 0.1 -0.2 0.20
C 2.75253 3.49432 -0.36593 0.3 0.1 -0.8 -0.23
C -4.97064 -2.73861 2.37667 0.0 -0.1 0.3 -0.23
H 1.17713 0.30769 -1.80873 -0.1 -0.2 -0.1 0.23
C 1.62807 1.20680 -1.42489 -0.3 -0.3 0.5 -0.20
H -0.91396 -2.17907 -4.00062 -0.1 0.1 -0.1 0.24
C -4.03022 -2.08405 -0.13640 0.1 0.0 -0.1 -0.03
C -1.66006 0.86457 3.82562 -0.8 -0.3 0.3 -0.75
H 3.55643 6.16193 -2.55209 0.1 0.3 0.1 0.17
C 0.56646 -3.38808 -3.04850 0.1 0.0 0.1 -0.07
H 3.37159 5.39622 -4.13556 0.1 0.1 -0.2 0.19
C 1.99340 2.67642 0.43048 -0.4 -0.6 0.1 -0.20
S -0.59520 -0.36405 3.02167 2.0 3.0 -0.5 0.87
H 1.84256 2.94045 1.46142 0.0 0.1 0.2 0.20
C -5.26641 -1.64551 0.27022 0.0 0.1 -0.3 -0.24
C 3.15860 5.29441 -3.07395 0.1 -0.9 0.5 -0.40
```
Positions in Å, forces in eV/Å.

Properties
LUMO (eV): -5.566
Charge: +1
Gap between HOMO and LUMO (eV): 3.97
ΔE to the lowest compared entry with this formula, charge and spin (kcal/mol): 10.4

***

# 2
This record from the Open Molecules 2025 dataset describes a structure of composition C25H29As2NiO8S5. The level of theory is the ωB97M-V functional and the def2-TZVPD basis.

Geometry as XYZ:
```
70
Properties=species:S:1:pos:R:3:forces:R:3:nbo_charge:R:1
O -3.95215 1.16939 4.22505 0.1 -0.2 0.0 -0.50
C 3.21583 1.42139 0.59660 0.0 0.0 0.0 -0.64
C 0.73267 3.33628 -3.01825 0.1 0.3 -0.6 -0.36
H -5.20746 1.84979 5.72950 0.0 0.0 0.0 0.20
C -5.01560 0.61283 -0.08887 0.1 0.0 -0.2 -0.31
H -3.50650 2.37735 5.78877 0.0 0.0 0.0 0.21
H -5.87923 3.52037 -0.86827 0.0 0.0 0.0 0.18
H -0.00068 -0.49387 3.37458 -0.1 0.0 0.0 0.23
H -3.09841 -2.24366 3.59928 0.0 0.0 0.0 0.20
C -3.97607 2.55126 -3.68647 0.1 0.1 0.0 -0.26
O -5.59669 1.75766 2.81304 0.0 0.0 0.1 -0.61
S 0.04054 0.85257 -1.96148 0.1 0.6 -0.3 -0.04
H -7.32891 0.39663 2.13171 0.1 0.0 0.0 0.25
S 0.94548 5.02854 -2.65570 -0.1 -0.2 0.1 0.53
As -2.23511 1.34934 0.94539 -0.3 0.0 0.1 0.94
O -1.84675 -1.31039 0.08486 -0.4 -0.2 0.2 -0.65
S 0.49407 3.30159 -0.38038 -0.2 0.0 -0.3 0.49
O -6.88796 1.73662 -1.22925 -0.2 0.1 0.0 -0.48
H -2.81155 -3.94281 3.14523 0.0 0.0 0.0 0.21
H -3.70117 3.58848 -3.50698 0.0 0.0 0.0 0.21
C -4.67727 1.03389 3.11705 -0.2 0.3 0.0 0.74
H -7.54355 -1.36021 2.33782 0.1 0.0 0.0 0.25
H -3.14657 2.02169 -4.15454 0.0 0.0 0.0 0.19
H 2.71518 -0.90048 -0.73330 -0.1 0.1 -0.1 0.24
C 1.29956 -1.86284 0.56006 0.2 -0.1 0.1 -0.22
H -6.38217 2.63563 0.59901 0.0 0.0 0.0 0.21
H -7.59463 3.44541 -0.41677 0.0 0.0 0.0 0.22
C -4.35894 2.19737 5.14206 -0.1 0.2 0.0 -0.27
H -3.71504 3.11213 2.12095 0.0 -0.1 0.0 0.25
H 0.00868 -2.62571 2.09133 -0.1 0.0 0.0 0.24
H -0.64625 1.65820 -5.57300 0.0 -0.1 0.0 0.23
H 1.41918 1.39214 2.65115 -0.1 0.0 -0.1 0.24
C -3.56160 2.13990 -1.39405 0.1 0.2 0.0 0.76
C -3.26080 -3.00234 2.83694 -0.1 0.0 0.1 -0.26
C -3.86778 1.28136 -0.21804 0.1 0.0 -0.1 -0.41
C -7.24736 -0.57048 1.64790 0.0 0.1 -0.1 -0.97
C 0.37015 1.49281 -5.22486 -0.1 0.1 0.1 -0.75
Ni -0.15608 0.22074 0.19095 0.6 0.5 0.1 0.73
C -2.96419 -0.23127 1.86654 -0.4 -0.1 0.3 -0.46
H 0.99190 1.15901 -6.05240 0.0 0.1 0.0 0.25
C -6.65698 2.89803 -0.42279 0.1 0.1 0.1 -0.27
H -7.91650 -0.61272 0.78793 0.1 0.0 0.0 0.26
H -2.13468 2.91600 2.93555 0.0 0.0 0.0 0.24
H 2.97016 2.38544 1.03818 0.0 0.0 0.0 0.23
H 1.29561 -2.78373 -0.00612 0.0 0.0 -0.1 0.25
C -2.49240 -1.42979 1.11799 0.2 -0.3 -0.4 0.77
S 1.07004 3.07469 -4.69943 0.0 -0.1 0.2 0.41
H 0.39972 0.76855 -4.42398 0.0 -0.1 0.0 0.26
H 4.16569 1.09247 1.02366 0.0 0.0 0.0 0.24
C 0.56913 -1.77104 1.74019 0.1 -0.1 0.0 -0.25
C 2.08796 -0.78940 0.14221 0.0 -0.1 0.3 -0.24
H -2.25594 3.79941 1.40204 0.1 -0.1 -0.1 0.26
O -6.41579 -0.37486 -1.65853 0.0 0.2 0.0 -0.55
C 0.71060 4.93307 -0.93308 0.0 0.1 0.2 -0.59
H -4.86168 2.48229 -4.30938 0.0 0.0 0.0 0.22
C -2.64908 2.96059 1.97633 0.1 0.0 0.0 -0.96
C 0.56496 -0.57484 2.45463 0.0 -0.1 0.0 -0.19
C 2.17484 0.38639 0.90492 0.0 -0.1 0.1 -0.02
O -2.63420 -2.66494 1.59542 0.1 0.1 0.0 -0.49
O -4.30818 1.89225 -2.45603 -0.1 -0.2 -0.1 -0.50
S 0.67857 6.22882 0.04529 0.1 -0.1 -0.1 0.09
C -4.22921 -0.13616 2.32179 0.1 -0.1 0.0 -0.32
As -5.44283 -0.98336 1.02094 0.1 -0.1 0.4 1.02
C 1.35995 0.50038 2.03965 0.1 -0.1 0.0 -0.28
H 3.36457 1.54364 -0.47621 0.0 0.0 0.0 0.23
O -2.66689 2.95851 -1.35789 0.1 0.0 0.0 -0.61
H -4.64113 3.10293 4.60937 0.0 0.0 0.0 0.21
C 0.43773 2.50197 -1.94374 -0.1 -0.5 0.4 -0.41
H -4.32951 -3.15768 2.69086 0.0 0.0 0.0 0.20
C -6.14361 0.65079 -1.08624 0.0 -0.3 -0.2 0.76
```
Positions in Å, forces in eV/Å.

Properties
LUMO (alpha / beta) (eV): -3.528 / -5.058
Charge: +1
Spin multiplicity: 3
Gap between HOMO and LUMO (alpha / beta) (eV): 6.94 / 5.46

***

# 3
This record from the Open Molecules 2025 dataset describes a structure of composition C25H29F6NP2Pd. The level of theory is the ωB97M-V functional and the def2-TZVPD basis.

Geometry as XYZ:
```
64
Properties=species:S:1:pos:R:3:forces:R:3:nbo_charge:R:1
H 2.25590 2.59938 1.99933 0.0 0.0 0.0 0.23
F -1.27522 -2.62547 -1.51321 0.0 0.0 0.0 -0.60
H 4.64528 -1.30696 3.99836 0.0 0.0 0.0 0.20
H -2.39149 1.36622 3.22677 0.0 0.0 0.0 0.23
C -2.40244 2.51238 -2.58110 -0.1 0.0 0.0 -0.60
C -2.16268 0.10871 -3.32066 0.0 0.0 -0.1 -0.61
C 0.15859 2.19115 2.13656 0.0 0.0 0.0 -0.32
C -3.48934 0.66138 -1.25796 0.0 0.0 0.0 -0.61
H -2.47800 3.18084 -1.72194 0.0 0.0 0.0 0.21
C -1.54871 -1.83782 4.95871 0.0 0.0 0.0 -0.23
H -3.33440 -0.33055 -0.82904 0.0 0.0 0.0 0.23
C -0.08993 0.56153 5.03137 0.0 0.0 0.0 0.00
H -2.26498 4.55207 2.03651 0.0 0.0 0.0 0.20
F -0.03214 -4.65632 0.68836 0.0 0.0 0.0 -0.59
F -1.30239 -2.74583 0.76664 0.0 0.0 0.0 -0.60
P -0.65461 -3.66923 -0.41946 -0.1 0.0 0.0 2.60
H 2.44697 0.27514 -1.22883 0.0 0.0 0.0 0.20
H -1.92499 -0.89995 -2.98352 0.0 0.0 0.0 0.25
F 0.69696 -2.74855 -0.35732 0.0 0.1 0.0 -0.60
H 1.75615 1.60288 -0.24048 0.0 0.0 0.0 0.21
C 1.26139 3.03127 2.00727 0.0 -0.1 0.0 -0.20
H -3.25929 2.47158 2.15559 0.0 0.0 0.0 0.21
H 0.97544 2.01797 6.18355 0.0 0.0 0.0 0.21
C -0.25789 -0.13005 3.81979 0.0 0.0 0.0 -0.37
C 1.97424 0.53490 -0.28245 0.1 0.1 -0.1 -0.73
H -1.37614 0.44511 -3.99753 0.0 0.0 0.0 0.21
C 2.83304 -0.41879 3.27299 0.0 0.0 0.0 -0.19
C 0.69069 1.84350 5.14504 0.0 0.0 0.0 -0.64
C 4.69090 -0.98173 1.86999 0.0 0.0 0.0 -0.20
C -2.35129 1.87708 2.26209 -0.1 0.0 0.0 -0.65
C 4.00601 -0.50816 0.76605 0.0 0.1 0.0 -0.24
C -2.27964 1.05562 -2.11850 -0.1 0.0 0.3 -0.02
H 5.67873 -1.40885 1.74325 0.0 0.0 0.0 0.20
C 1.10821 4.40356 1.89257 0.0 0.0 0.0 -0.23
H 0.10531 2.70006 4.80386 0.0 0.0 0.0 0.23
H -2.34789 1.09966 1.49309 0.0 0.0 0.0 0.24
C -0.98370 -1.32264 3.80192 0.0 0.0 0.0 -0.12
F -0.00528 -4.53916 -1.60758 0.0 0.0 0.0 -0.59
F -2.00535 -4.54252 -0.48164 0.0 0.0 0.0 -0.59
H -0.54883 0.56152 7.11859 0.0 0.0 0.0 0.20
C 4.11530 -0.92594 3.13444 0.0 0.0 0.0 -0.25
C -1.39874 -1.14950 6.15096 0.0 0.0 0.0 -0.21
H 2.35397 -0.43388 4.24496 0.0 0.0 0.0 0.21
H -3.29255 2.63969 -3.20252 0.0 0.0 0.0 0.20
C -0.67406 0.03320 6.17966 0.0 0.0 0.0 -0.23
H 1.98090 5.03634 1.78742 0.0 0.0 0.0 0.21
H -3.63318 1.37583 -0.44633 0.0 0.0 0.0 0.20
H -4.39976 0.63720 -1.86220 0.0 0.0 0.0 0.20
Pd -0.04611 -0.25340 -0.25374 0.1 0.0 0.5 0.74
H -2.10234 -2.76683 4.92023 0.0 0.0 0.0 0.21
C 2.13208 0.05307 2.16702 0.0 -0.1 0.0 -0.43
C -1.13116 2.74424 2.14262 0.0 0.0 0.0 0.01
P 0.34840 0.37007 2.16344 -0.1 0.0 -0.3 0.85
C -0.16385 4.95477 1.90871 0.0 0.0 0.0 -0.20
H -1.10324 -1.84730 2.85957 0.0 0.0 0.0 0.24
H -1.83832 -1.53193 7.06426 0.0 0.0 0.0 0.20
C 2.72226 0.04279 0.88008 0.0 -0.1 0.1 0.10
N -1.07854 0.93494 -1.35121 0.1 0.0 -0.5 -0.38
H -1.52793 2.79893 -3.16636 0.0 0.0 0.0 0.21
H 1.59617 1.82258 4.54000 0.0 0.0 0.0 0.23
H -3.10747 0.08323 -3.87056 0.0 0.0 0.0 0.20
C -1.26793 4.12552 2.03210 0.0 -0.1 0.0 -0.23
H -0.29996 6.02558 1.81872 0.0 0.0 0.0 0.20
H 4.46058 -0.56205 -0.21635 0.0 0.0 0.0 0.20
```
Positions in Å, forces in eV/Å.

Properties
LUMO (alpha / beta) (eV): 2.634 / 2.572
Charge: -1
Spin multiplicity: 4
Gap between HOMO and LUMO (alpha / beta) (eV): 6.42 / 7.30

***

# 4
This record from the Open Molecules 2025 dataset describes the molecule C25H29F7I2N2O4 at a distorted geometry. The level of theory is the ωB97M-V functional and the def2-TZVPD basis.

Geometry as XYZ:
```
69
Properties=species:S:1:pos:R:3:forces:R:3:nbo_charge:R:1
C -1.00032 -0.64204 -0.48163 -0.3 0.1 -1.7 -0.42
H -2.80427 -0.16786 1.59365 -0.2 -0.1 0.0 0.19
O 1.86924 -2.80032 -3.16840 0.8 0.8 -0.1 -0.50
F 4.05826 -3.41490 2.93178 -0.1 -0.1 0.1 -0.33
H -0.51274 1.66331 2.03086 0.2 0.0 -0.3 0.22
C 0.77860 0.84669 0.42845 1.3 0.9 -0.5 0.45
H -0.30136 -1.35103 -0.94830 -0.2 -0.1 0.4 0.22
H -6.53681 -2.76677 -0.36538 0.2 0.1 0.0 0.22
C 2.98651 -2.78306 2.36262 1.2 -0.2 -0.9 0.61
H 3.67578 -1.32782 -1.43908 0.0 -0.1 -0.1 0.42
F 2.75396 -4.34750 0.54477 -0.1 0.4 -0.4 -0.30
H -0.71941 3.66816 2.76341 0.4 -0.1 0.6 0.16
H 3.48219 -2.08453 0.37895 -0.1 -0.1 0.3 0.21
O 3.68753 0.70134 -3.01062 -0.4 -0.4 0.2 -0.46
F -2.17081 0.91398 -3.87825 0.8 0.0 0.4 -0.33
C 1.45038 -0.48384 0.84731 -0.9 -0.1 1.0 -0.50
C -4.60728 -1.88984 -0.66771 0.1 -0.3 -1.1 -0.21
O 1.84878 1.56913 -0.27210 -0.2 -1.1 -0.5 -0.62
C 2.84735 0.31240 -2.25245 0.6 0.2 -0.4 0.64
C 1.80376 1.32060 -1.62328 -0.2 1.9 -0.9 0.10
H -1.10707 -0.90395 0.57521 0.4 0.3 -0.2 0.23
C -2.39195 -0.87183 -1.13882 0.1 -0.6 0.3 -0.45
C 2.83751 -0.33801 1.50660 0.5 -1.1 -0.3 -0.40
F 3.58836 -1.84361 -4.11425 0.0 0.6 0.8 -0.30
H 0.49760 -0.78579 -2.91470 -0.1 0.1 -0.3 0.27
C -0.38086 0.78130 -0.66021 -1.5 0.4 1.1 -0.14
F 2.14893 -4.96873 2.50280 0.0 0.0 -0.1 -0.31
H -4.81477 -0.71478 2.92734 0.2 0.0 -0.2 0.21
H -2.10163 1.38581 0.49682 0.2 0.2 -0.2 0.21
H 4.62972 -1.62303 1.60572 -0.3 0.0 0.3 0.25
N -0.06064 5.45758 1.91564 0.1 0.0 0.0 -0.83
H 3.50675 0.37339 1.01172 -0.4 0.1 0.0 0.23
C 0.52242 1.73797 1.67295 0.4 0.2 0.2 -0.47
C 0.24688 4.13744 2.52152 -0.5 0.2 -1.1 -0.21
C -3.53455 -1.16016 -0.16707 0.2 0.0 -0.6 -0.02
I 2.55254 3.25475 -2.38456 4.9 -0.1 0.9 0.13
C 3.55562 -1.72085 1.40981 -0.4 0.7 0.0 -0.46
O -1.38025 -1.01139 -4.53910 0.0 0.9 0.5 -0.52
I -0.22990 3.19733 -2.80286 -5.1 -0.8 -0.5 0.20
H 0.87958 4.33570 3.39090 -0.3 -0.4 0.1 0.20
H 0.64027 3.61102 0.49536 0.1 -0.3 0.1 0.20
H -2.23991 1.88790 -1.16045 0.4 0.1 0.0 0.24
H -2.30234 -1.77066 -1.76613 -0.1 0.3 0.0 0.23
C -5.72028 -2.19565 0.06867 -0.5 0.0 0.4 -0.20
C -4.73324 -1.05078 1.89416 -0.2 0.5 1.3 -0.22
C 2.18301 -3.91840 1.66091 -0.3 -0.8 1.7 0.92
C -3.61281 -0.73706 1.14367 0.3 0.1 0.0 -0.18
N 2.81146 -1.12825 -1.94206 0.1 0.7 -0.3 -0.79
H -4.57423 -2.23019 -1.70396 0.1 0.1 0.2 0.21
C -5.79446 -1.75081 1.38584 -0.5 -0.5 -0.6 -0.22
C 2.71923 -1.96072 -3.10642 -1.4 -1.8 0.2 0.96
C 0.22234 1.19081 -2.05619 2.4 -0.5 0.5 -0.10
H 2.02461 3.33846 1.53738 -0.2 -0.2 -0.1 0.22
H -6.68353 -1.96942 1.96936 0.2 0.1 0.1 0.22
C 0.93875 3.21693 1.47540 -0.6 0.6 0.6 -0.40
H 0.83176 0.62367 -4.02377 0.0 -0.4 0.1 0.27
H -1.17424 2.77652 -0.01897 0.0 -0.1 -0.4 0.22
H -0.88187 5.85222 2.36247 0.2 0.1 0.1 0.35
H 1.50539 -1.22790 0.04708 0.0 0.5 0.0 0.24
F 0.91148 -3.57363 1.46106 0.1 0.3 -0.6 -0.31
H -0.33251 5.34491 0.94371 0.1 -0.1 0.0 0.35
H 0.79277 -0.93550 1.60969 0.2 0.0 -0.2 0.23
F 2.25172 -2.27895 3.36932 -0.2 0.0 -0.1 -0.31
C -1.18191 -0.00398 -3.92465 -0.1 -2.0 -1.0 0.88
C 0.17389 0.20537 -3.24671 -1.2 1.4 0.6 -0.61
C -1.52024 1.79427 -0.34338 -0.4 -0.7 1.1 -0.64
H 2.78168 -0.08216 2.56961 -0.1 0.2 -0.3 0.22
H 1.13191 1.38913 2.51977 -0.2 -0.2 -0.3 0.22
H -2.72229 -0.07237 -1.81078 0.2 0.0 0.2 0.23
```
Positions in Å, forces in eV/Å.

Properties
LUMO (eV): -0.844
Gap between HOMO and LUMO (eV): 6.44